(1)
{"formula": "C5H8O", "method": "ωB97M-V/def2-TZVPD", "de_lowest_kj_mol": 123.3, "energy_ha": -270.51095, "species": ["C", "C", "C", "O", "C", "C", "H", "H", "H", "H", "H", "H", "H", "H"], "xyz": [[-0.6802, 0.5369, -0.7961], [-1.1128, -0.6202, 0.1220], [-0.0047, -0.5591, 1.1732], [0.3411, 0.7865, 1.5041], [1.1646, 0.0946, 0.5702], [0.8357, 0.3523, -0.8989], [-1.2301, 0.6855, -1.7270], [-0.8040, 1.4291, -0.1890], [-1.0917, -1.6029, -0.3751], [-2.1163, -0.4659, 0.5322], [0.0551, -1.2709, 1.9950], [2.1866, -0.0027, 0.9242], [1.0882, -0.5519, -1.4750], [1.3686, 1.1890, -1.3599]], "forces_ev_per_angstrom": [[0.0, 0.0, -0.1], [0.0, 0.1, 0.1], [-0.1, -0.2, 0.0], [0.0, 0.1, 0.3], [0.3, -0.2, -0.2], [0.0, 0.1, 0.0], [0.1, -0.4, 0.0], [-0.3, 0.2, -0.3], [0.0, 0.3, 0.1], [0.2, -0.1, 0.0], [0.0, 0.1, -0.2], [-0.1, -0.3, -0.2], [0.0, 0.2, 0.2], [-0.1, 0.0, 0.2]]}

***

(2)
{"formula": "C5H8O", "method": "ωB97M-V/def2-TZVPD", "de_lowest_kj_mol": 249.4, "energy_ha": -270.46288, "species": ["C", "C", "C", "C", "O", "C", "H", "H", "H", "H", "H", "H", "H", "H"], "xyz": [[-1.1459, 2.5940, 1.4136], [-0.6814, 1.4029, 1.1576], [-0.2258, 0.2286, 0.8197], [0.0058, -0.1244, -0.6310], [1.0568, -1.0454, -0.7845], [0.6505, -2.3768, -0.9541], [-0.4677, 3.4174, 1.6198], [-2.2166, 2.7830, 1.4242], [-0.0311, -0.5401, 1.5666], [0.2847, 0.7747, -1.1908], [-0.9251, -0.5179, -1.0714], [0.2439, -2.8236, -0.0323], [-0.1093, -2.4470, -1.7462], [1.5377, -2.9389, -1.2597]], "forces_ev_per_angstrom": [[0.1, -0.1, 0.0], [0.0, -0.1, 0.1], [-0.2, 0.2, 0.1], [-0.1, 0.1, -0.1], [0.2, 0.1, -0.1], [0.0, -0.3, -0.1], [-0.1, -0.1, 0.0], [0.2, 0.0, 0.0], [-0.1, 0.1, -0.1], [-0.1, -0.1, 0.1], [0.2, 0.0, 0.0], [0.1, 0.1, -0.1], [0.1, -0.1, 0.1], [-0.2, 0.0, 0.1]]}

***

(3)
{"formula": "C5H8O", "method": "ωB97M-V/def2-TZVPD", "de_lowest_kj_mol": 160.5, "energy_ha": -270.49676, "species": ["C", "C", "C", "C", "C", "O", "H", "H", "H", "H", "H", "H", "H", "H"], "xyz": [[1.1002, 0.4910, -0.6104], [0.2616, 0.9282, 0.5878], [-1.1580, 0.4834, 0.1856], [-0.7830, -1.0015, -0.0938], [0.7414, -0.8583, 0.0183], [0.8409, -0.2275, 1.3191], [0.7595, 0.6938, -1.6284], [2.1437, 0.7633, -0.4448], [0.3950, 1.8710, 1.1194], [-1.9208, 0.7424, 0.9275], [-1.4891, 0.9257, -0.7608], [-1.1344, -1.7081, 0.6653], [-1.0764, -1.3428, -1.0875], [1.3194, -1.7608, -0.1973]], "forces_ev_per_angstrom": [[0.1, 0.0, -0.2], [0.1, 0.2, 0.2], [0.0, -0.1, 0.0], [-0.1, 0.0, -0.2], [0.0, -0.3, -0.3], [-0.4, 0.4, 0.1], [0.0, 0.2, 0.1], [-0.1, -0.2, -0.2], [0.0, -0.1, -0.1], [0.2, -0.6, 0.0], [0.2, 0.3, 0.2], [0.0, 0.2, -0.2], [-0.2, 0.0, 0.1], [0.1, 0.2, 0.5]]}

***

(4)
{"formula": "C5H8O", "method": "ωB97M-V/def2-TZVPD", "de_lowest_kj_mol": 534.1, "energy_ha": -270.35448, "species": ["C", "C", "C", "O", "C", "C", "H", "H", "H", "H", "H", "H", "H", "H"], "xyz": [[0.7639, -1.0325, -0.5130], [-1.5604, -0.4964, -0.2203], [-1.2112, 0.6234, 0.4991], [-0.3365, 0.5064, 1.5805], [0.5513, 1.1012, 0.6764], [1.2052, 0.3354, -0.2863], [1.0209, -1.5339, -1.4413], [0.5226, -1.6472, 0.3424], [-2.2411, -0.3668, -1.0585], [-1.5666, -1.4687, 0.2556], [-1.6677, 1.6026, 0.3687], [0.8223, 2.1312, 0.8935], [1.7053, 0.8557, -1.0999], [1.9919, -0.6107, 0.0030]], "forces_ev_per_angstrom": [[0.0, -0.1, 0.0], [-0.1, 0.1, 0.1], [-0.4, -0.2, -0.2], [0.0, 0.0, 0.0], [0.4, 0.2, 0.0], [-0.2, 0.1, 0.0], [-0.1, 0.1, 0.1], [0.0, 0.1, -0.1], [0.1, 0.0, 0.1], [0.1, 0.1, -0.1], [0.1, -0.2, 0.0], [0.0, -0.2, 0.0], [-0.1, -0.1, 0.1], [0.1, 0.0, 0.0]]}